DFT (ωB97M-V/def2-TZVPD) results for a cluster of 11 separate species, C36H101N7O15 in total.

Each line ends with the Löwdin charge.
Cartesian coordinates (Å):
1 C 15.68120 18.29992 14.90850  -0.25
2 C 16.54411 18.23092 16.13945  -0.22
3 O 17.87266 17.88911 15.65639  -0.08
4 O 15.52390 16.95573 14.42189  -0.10
5 H 16.14568 18.98584 14.14539  0.12
6 H 14.70298 18.70530 15.15352  0.11
7 H 16.18457 17.38060 16.80940  0.14
8 H 16.62790 19.21944 16.63918  0.12
9 H 18.23203 17.24361 16.25308  0.04
10 H 16.44155 16.66950 14.22870  0.05
11 C 20.41272 15.20569 15.35046  -0.26
12 C 19.16128 14.52932 14.84535  -0.18
13 O 19.37734 14.43624 13.42754  -0.15
14 O 20.16998 15.92912 16.50428  -0.05
15 H 20.69811 15.95097 14.64966  0.11
16 H 21.28353 14.49970 15.41353  0.13
17 H 18.28599 15.07233 15.15073  0.11
18 H 19.06798 13.54740 15.20074  0.10
19 H 20.17100 14.85701 13.03738  0.04
20 H 20.20278 15.35779 17.29660  0.12
21 C 15.53285 10.21138 10.41862  -0.23
22 C 14.97045 11.22563 9.41442  -0.25
23 O 15.10766 12.52507 9.87551  -0.07
24 O 16.91451 10.38882 10.60249  -0.05
25 H 15.32979 9.21660 10.07239  0.11
26 H 14.97297 10.34896 11.35594  0.11
27 H 13.95195 11.09679 9.23106  0.07
28 H 15.52716 11.03326 8.51121  0.12
29 H 15.63573 13.11924 9.27156  0.10
30 H 17.00061 11.02376 11.31534  0.05
31 C 16.33350 15.20422 11.92733  -0.13
32 C 16.14572 13.82597 12.74339  -0.20
33 O 17.11751 12.84028 12.44709  -0.09
34 O 17.43758 16.02925 12.45743  -0.15
35 H 15.49431 15.91500 12.16224  0.11
36 H 16.55607 15.08181 10.84924  0.10
37 H 15.25989 13.38707 12.41382  0.07
38 H 16.05280 14.06351 13.80402  0.11
39 H 18.00176 13.22780 12.70232  0.07
40 H 18.22368 15.42632 12.47750  0.04
41 C 7.73188 13.20331 15.03570  -0.08
42 C 9.08101 13.21755 15.72417  -0.47
43 C 10.19235 13.56169 14.74550  -0.21
44 O 11.45961 13.68348 15.38242  -0.19
45 C 12.45774 14.25016 14.62024  -0.15
46 N 9.01106 14.19476 16.80110  0.04
47 H 7.73172 12.53216 14.15350  0.09
48 H 7.55189 14.15450 14.64213  0.05
49 H 6.89148 13.02695 15.73624  0.09
50 H 9.30334 12.15880 16.06479  0.15
51 H 9.95888 14.56289 14.23471  0.15
52 H 10.19772 12.71332 13.99243  0.12
53 H 12.61772 13.82765 13.63870  0.07
54 H 13.39328 14.00227 15.14871  0.10
55 H 12.39804 15.33027 14.52179  0.09
56 H 8.12173 14.13935 17.32038  0.08
57 H 9.67357 13.91245 17.49374  0.06
58 C 21.08773 11.60222 14.04747  -0.05
59 C 22.47285 11.08389 13.58860  -0.46
60 C 22.98872 12.09376 12.59837  -0.18
61 O 22.27700 11.93890 11.33384  -0.21
62 C 22.91661 11.20420 10.30519  -0.09
63 N 23.39427 10.99620 14.69183  0.04
64 H 21.20376 12.63991 14.39705  0.05
65 H 20.56592 10.94150 14.77307  0.09
66 H 20.45278 11.78037 13.16725  0.08
67 H 22.31450 10.12661 12.99503  0.15
68 H 24.06934 12.07779 12.54498  0.12
69 H 22.72131 13.09416 12.92646  0.11
70 H 22.21599 11.20839 9.51821  0.06
71 H 23.22741 10.24297 10.57258  0.07
72 H 23.72387 11.82624 9.92848  0.09
73 H 23.10342 10.20309 15.30549  0.10
74 H 24.31900 10.93705 14.36876  0.04
75 C 16.67737 18.62849 10.68057  -0.07
76 C 15.23274 18.57769 10.31503  -0.43
77 C 14.52718 19.76534 10.97447  -0.20
78 O 13.12803 19.56847 11.13755  -0.19
79 C 12.85241 18.84367 12.34600  -0.08
80 N 15.05634 18.47199 8.87501  0.07
81 H 17.28400 17.81016 10.36953  0.05
82 H 16.81698 18.85011 11.76744  0.09
83 H 17.13924 19.48747 10.22679  0.08
84 H 14.84036 17.69510 10.72336  0.10
85 H 14.70382 20.62244 10.30249  0.13
86 H 15.05033 20.02178 11.91416  0.11
87 H 13.38161 17.91161 12.34653  0.07
88 H 11.79951 18.55633 12.15114  0.09
89 H 12.84045 19.55809 13.16367  0.09
90 H 14.19146 18.85328 8.57519  0.07
91 H 15.73107 18.93352 8.33911  0.05
92 C 10.55431 12.54754 8.07200  -0.08
93 C 11.22491 12.13637 9.36387  -0.43
94 C 11.80465 13.38837 10.13752  -0.17
95 O 10.75735 14.04914 10.87375  -0.22
96 C 11.06282 15.38942 11.24533  -0.09
97 N 10.36579 11.45349 10.34771  0.03
98 H 9.76129 13.32506 8.14644  0.09
99 H 10.15940 11.63350 7.60103  0.07
100 H 11.33295 12.81582 7.32943  0.08
101 H 12.05276 11.47622 9.03681  0.11
102 H 12.14410 14.02069 9.28712  0.12
103 H 12.68671 13.18155 10.73475  0.10
104 H 11.58540 15.43511 12.26312  0.08
105 H 10.08469 15.78447 11.33684  0.07
106 H 11.68731 15.91946 10.48966  0.10
107 H 9.80122 10.69310 9.89851  0.09
108 H 9.74443 12.22139 10.68371  0.08
109 C 12.46819 8.51311 13.06723  -0.06
110 C 11.89339 9.65083 13.95190  -0.45
111 C 12.66157 10.90450 13.70856  -0.21
112 O 14.06583 10.81501 14.01458  -0.20
113 C 14.26900 10.35120 15.35068  -0.10
114 N 10.48635 9.91362 13.72455  0.05
115 H 12.25096 8.75424 12.03583  0.06
116 H 12.17952 7.44479 13.30032  0.09
117 H 13.55751 8.42446 13.10031  0.06
118 H 12.00699 9.33488 15.00982  0.13
119 H 12.21480 11.74759 14.26047  0.09
120 H 12.62813 11.30830 12.67271  0.13
121 H 13.55643 10.76827 16.03983  0.08
122 H 15.34796 10.55672 15.56493  0.11
123 H 14.08559 9.27557 15.36262  0.07
124 H 9.78753 9.23474 13.92426  0.06
125 H 10.42603 10.24503 12.73286  0.07
126 C 20.00810 17.60341 11.46525  -0.05
127 C 20.35833 16.34703 10.73661  -0.39
128 C 21.18666 16.65329 9.47575  -0.20
129 O 22.41532 17.22100 9.89410  -0.21
130 C 23.36133 17.36090 8.83496  -0.08
131 N 21.09605 15.39237 11.57884  0.06
132 H 20.86350 18.32420 11.65332  0.11
133 H 19.52469 17.37226 12.40467  0.06
134 H 19.25586 18.23688 10.93479  0.07
135 H 19.44094 15.77654 10.46963  0.13
136 H 20.64957 17.35046 8.78090  0.14
137 H 21.40129 15.77249 8.95427  0.09
138 H 23.36311 16.48918 8.19930  0.08
139 H 24.28044 17.56111 9.31018  0.08
140 H 22.92674 18.11603 8.15192  0.10
141 H 21.24545 14.51747 11.16111  0.05
142 H 22.03077 15.70436 11.85805  0.11
143 C 19.48398 12.86093 9.42924  -0.04
144 C 18.51742 12.45651 8.30821  -0.42
145 C 18.00423 13.63024 7.54721  -0.23
146 O 17.35626 14.52841 8.42336  -0.23
147 C 16.41790 15.50038 7.84106  -0.05
148 N 19.01482 11.43947 7.34285  0.06
149 H 18.94117 13.49398 10.18548  0.08
150 H 20.39953 13.37131 9.05025  0.09
151 H 19.76505 12.00558 9.98307  0.05
152 H 17.63620 12.06574 8.87945  0.12
153 H 17.29463 13.32436 6.75205  0.13
154 H 18.74232 14.20032 6.99918  0.12
155 H 16.81090 15.98763 6.97954  0.08
156 H 16.13098 16.25809 8.56841  0.05
157 H 15.51739 14.97540 7.58710  0.08
158 H 19.27263 10.63237 7.91873  0.08
159 H 19.88966 11.72369 6.97854  0.05

Forces on the atoms, in the same order (eV/Å):
C 0.1 -0.4 -0.3
C 0.9 -0.3 0.2
O -0.9 0.3 0.0
O 0.4 0.8 -0.1
H -0.3 -0.7 0.6
H -0.2 -0.1 0.0
H 0.2 1.4 -0.6
H -0.3 -0.6 0.1
H 0.6 -0.4 0.3
H -0.4 0.0 -0.3
C 0.4 -0.9 0.2
C 1.9 0.7 -1.6
O -1.6 -1.0 0.1
O 0.0 0.1 2.4
H 0.2 0.7 -0.9
H -0.7 0.4 0.2
H -0.5 0.6 -0.4
H -0.2 -1.6 0.7
H 0.3 0.3 -0.1
H 0.0 0.4 -0.7
C -1.0 1.1 0.4
C 1.8 -0.9 0.2
O 1.0 2.4 -0.3
O 0.1 -0.3 -0.1
H 0.0 -0.6 -0.3
H 0.2 -0.1 0.1
H -1.7 -0.9 -0.3
H 0.2 0.2 -0.7
H -0.6 -1.1 1.0
H 0.2 0.5 0.3
C 0.5 0.6 1.6
C 1.0 2.0 -1.3
O 1.7 0.8 0.6
O 0.1 -1.5 -0.3
H 0.2 -1.2 -0.7
H -0.6 -0.3 0.5
H -1.8 -0.5 -0.5
H 0.2 0.0 0.2
H -0.9 -0.6 -0.3
H -0.6 0.7 0.3
C 0.1 -1.3 -0.3
C 0.0 -1.1 0.4
C -0.2 0.7 -1.4
O -1.5 -0.8 0.5
C 1.8 0.0 0.4
N -0.5 -0.1 0.7
H -0.2 0.0 0.7
H -0.3 1.8 -0.6
H 0.6 -0.4 -0.4
H -0.2 1.0 0.0
H 0.1 -1.3 0.5
H 0.2 1.0 0.5
H -0.5 -0.4 -0.6
H -0.2 0.4 -0.1
H -0.3 0.3 0.1
H 0.4 -0.1 -0.7
H 0.8 0.2 0.4
C 0.0 0.0 -0.4
C -1.4 -0.3 -0.7
C -1.0 0.2 -1.2
O 0.5 0.2 1.1
C 0.1 2.6 0.4
N -2.0 -0.7 1.4
H 0.1 -0.6 0.6
H 0.4 0.5 -0.4
H 0.0 -0.6 0.1
H 0.3 0.7 0.7
H 0.5 -0.3 -0.6
H 0.0 0.2 0.2
H -1.0 -0.5 -1.0
H 0.5 -1.6 0.5
H 0.7 -0.3 0.0
H 0.9 1.0 -0.7
H 1.4 -0.6 -0.2
C 0.7 1.2 1.1
C 0.3 0.9 -0.1
C 0.3 0.4 -0.6
O 1.1 0.2 0.1
C -2.4 0.6 -2.1
N -0.7 -1.0 0.5
H 0.1 -1.0 0.0
H -0.1 -0.8 -0.7
H 0.2 0.7 -0.5
H -0.8 -1.4 0.8
H -0.4 -0.1 0.2
H -0.5 -0.2 0.0
H 0.8 -0.2 0.9
H 0.3 0.0 0.6
H 0.6 -0.5 0.6
H -1.1 0.2 -0.1
H 1.5 0.9 -0.6
C -0.1 -0.3 -1.1
C 0.4 0.5 1.4
C -0.4 0.0 -1.7
O 1.2 -0.6 -0.8
C 1.2 -0.8 0.8
N -0.9 -0.1 -0.5
H 0.6 -0.5 0.0
H -0.4 0.3 0.3
H -0.4 0.5 0.5
H -0.3 0.3 0.6
H 0.0 0.2 0.7
H 0.0 -0.3 0.4
H -0.5 -0.1 -1.4
H -0.7 1.1 0.2
H -0.5 -0.3 0.4
H 0.6 1.2 0.5
H 0.3 -1.2 -0.2
C 0.4 -1.0 0.3
C -0.2 -2.4 0.4
C 0.9 2.0 -0.3
O -0.8 0.0 0.4
C 1.2 -0.4 -1.2
N 0.5 2.1 -1.8
H -0.3 -0.1 -0.4
H -0.5 1.3 -0.1
H 0.1 0.5 0.2
H -0.1 0.4 -0.4
H 0.1 -0.5 0.4
H -0.1 -0.9 0.2
H -0.1 0.7 0.5
H -1.1 -0.1 0.2
H 0.3 -0.2 0.2
H 0.1 -0.8 0.1
H -0.5 -0.5 1.1
C -0.1 2.1 0.4
C 0.5 -0.9 -0.9
C -0.6 1.8 0.6
O 0.2 -0.3 0.1
C -2.9 0.3 -0.4
N 0.5 1.3 1.7
H -0.6 -1.2 -0.2
H 0.0 0.0 0.4
H 0.6 -0.7 0.1
H 0.4 0.7 -0.2
H 0.2 -0.4 0.5
H 0.2 -1.7 -1.0
H 0.5 -0.8 0.0
H 1.1 0.5 0.0
H 0.9 0.4 0.3
H -0.1 -1.5 -1.0
H -0.5 0.4 -0.3
C -0.4 1.4 -0.2
C -0.3 -0.4 0.8
C -1.4 1.0 -1.3
O -1.0 1.2 0.7
C 0.7 -1.3 1.1
N -1.0 -0.4 1.7
H 0.5 -0.3 -0.9
H -0.5 -0.2 0.2
H 0.5 -1.1 0.5
H 0.6 -0.2 -0.8
H 0.1 -0.3 0.4
H 0.9 0.0 -0.2
H 0.5 0.3 -0.8
H 0.4 -0.2 0.2
H -0.6 -0.3 -0.4
H -0.3 0.0 -0.3
H 1.0 0.7 -0.6

* molecular weight: 872.24 g mol⁻¹
* structure (SMILES): COC[C@H](C)N.COC[C@H](C)N.COC[C@H](C)N.COC[C@H](C)N.COC[C@H](C)N.COC[C@H](C)N.COC[C@H](C)N.OCCO.OCCO.OCCO.OCCO
* E_HOMO: -0.320 Eh
* multiplicity: 1
* net charge: 0
* calculated total energy: -2943.83064 hartree
* gap between HOMO and LUMO: 9.3 eV